Record 1
Molecular formula: C5H19AgN3O6
Method: DFT, ωB97M-V/def2-TZVPD

The geometry in XYZ format:
```
34
Properties=species:S:1:pos:R:3
Ag -1.464 0.469 0.394
O -2.712 1.992 -1.225
H -2.433 2.751 -1.764
O -2.379 -1.421 1.465
H -1.587 -1.950 1.636
O -2.278 -0.993 -1.601
H -1.484 -0.669 -2.052
O -3.120 2.117 2.700
H -2.212 1.921 2.424
C -0.203 3.468 1.429
O -0.275 2.278 1.231
N -0.850 4.339 0.605
N 0.550 3.982 2.482
H -1.452 3.863 -0.069
H -0.728 5.330 0.646
H 0.923 3.218 3.015
H 0.322 4.888 2.840
C 2.076 -3.836 -0.912
C 0.879 -3.059 -0.338
C 1.113 -1.576 -0.161
O 1.082 -0.904 -1.407
C 1.561 0.399 -1.324
N -0.370 -3.432 -1.031
H 1.858 -4.903 -0.798
H 2.999 -3.709 -0.316
H 2.334 -3.586 -1.942
H 0.731 -3.454 0.680
H 2.172 -1.497 0.171
H 0.475 -1.091 0.594
H 2.619 0.407 -0.989
H 0.917 1.050 -0.723
H 1.619 0.823 -2.332
H -0.245 -4.356 -1.453
H -0.438 -2.858 -1.875
```

Properties
total charge: -3
E_tot: -26235.361 eV
multiplicity: 1
E_HOMO: 0.1504 Ha
Kohn-Sham gap: 2.9 eV


Record 2
Molecular formula: ClPS2
Method: DFT, ωB97M-V/def2-TZVPD

The geometry in XYZ format:
```
4
Properties=species:S:1:pos:R:3
P 0.244 0.166 0.318
S 1.441 -0.634 -1.020
S 0.142 -0.366 2.316
Cl -1.987 0.937 -1.804
```

Properties
total charge: 0
E_tot: -43478.953 eV
energy above the lowest of the compared OMol25 structures with the same formula, charge and spin: 3.482 eV
multiplicity: 1
E_HOMO (spin up / spin down): -0.3693 / -0.3684 Ha
Kohn-Sham gap (spin up / spin down): 5.3 / 5.3 eV


Record 3
Molecular formula: C7H13O6P
Method: DFT, ωB97M-V/def2-TZVPD

The geometry in XYZ format:
```
27
Properties=species:S:1:pos:R:3
C 2.136 -1.775 0.762
C 1.709 -1.340 -0.641
C 2.303 0.002 -1.003
O 3.501 0.112 -1.209
O 1.461 1.095 -1.081
C 1.314 1.743 0.201
C -0.104 2.233 0.310
C -1.069 1.110 0.591
O -0.722 -0.006 0.943
O -2.336 1.467 0.396
C -3.258 0.356 0.413
P -3.030 -0.910 -0.947
O -1.769 -0.315 -1.795
O -2.532 -2.249 -0.149
H 2.124 -2.857 0.812
H 3.160 -1.458 0.915
H 1.465 -1.394 1.518
H 0.634 -1.367 -0.760
H 2.121 -2.035 -1.363
H 1.599 1.076 1.007
H 1.989 2.591 0.214
H -0.244 3.002 1.060
H -0.385 2.622 -0.663
H -3.260 -0.113 1.393
H -4.237 0.782 0.256
H -0.971 -0.128 -1.280
H -1.600 -2.245 0.099
```

Properties
total charge: 0
E_tot: -29044.468 eV
multiplicity: 1
E_HOMO: -0.3341 Ha
Kohn-Sham gap: 9.7 eV


Record 4
Molecular formula: C4H5NO2
Method: DFT, ωB97M-V/def2-TZVPD

The geometry in XYZ format:
```
12
Properties=species:S:1:pos:R:3
O 1.719 1.365 -0.193
C 1.695 0.159 -0.162
C 0.806 -0.681 0.743
O 1.363 -1.582 1.319
N -0.586 -0.534 0.708
C -1.022 -0.300 -0.686
C -1.277 0.708 0.360
H 2.368 -0.506 -0.735
H -1.729 -1.067 -0.986
H -0.353 0.040 -1.483
H -0.672 1.618 0.349
H -2.292 0.768 0.754
```

Properties
total charge: 0
E_tot: -9811.686 eV
energy above the lowest of the compared OMol25 structures with the same formula, charge and spin: 2.628 eV
multiplicity: 1
E_HOMO: -0.3583 Ha
Kohn-Sham gap: 9.7 eV


Record 5
Molecular formula: C16H31NOOsP2
Method: DFT, ωB97M-V/def2-TZVPD

The geometry in XYZ format:
```
52
Properties=species:S:1:pos:R:3
P 0.127 -1.620 1.534
P -0.010 1.610 1.839
C -0.085 -0.563 0.030
C 0.293 0.903 0.174
H -1.108 -0.675 -0.342
H 0.585 -1.033 -0.689
H 1.332 1.081 -0.127
H -0.339 1.504 -0.475
C -1.720 2.240 1.789
H -1.814 2.969 2.604
H -2.409 1.403 1.962
H -1.915 2.717 0.821
C 1.114 2.982 2.132
H 1.080 3.693 1.296
H 2.131 2.592 2.260
H 0.787 3.463 3.064
C -0.965 -3.046 1.438
H -0.718 -3.712 2.273
H -0.838 -3.565 0.482
H -2.001 -2.706 1.553
C 1.837 -2.252 1.448
H 2.520 -1.452 1.769
H 2.073 -2.576 0.428
H 1.912 -3.096 2.148
Os -0.146 -0.193 3.132
C 0.538 1.608 -2.778
C -0.799 1.658 -2.631
C -1.773 0.984 -3.545
C -1.392 -0.452 -3.996
C -0.694 -1.288 -2.959
C 0.644 -1.383 -2.843
C 1.634 -0.572 -3.620
C 1.237 0.902 -3.905
C 0.092 -1.795 4.419
H 1.202 2.185 -2.127
H -1.272 2.327 -1.902
H -1.923 1.590 -4.455
H -2.743 0.953 -3.027
H -2.334 -0.957 -4.262
H -0.786 -0.399 -4.910
H -1.359 -1.906 -2.347
H 1.098 -2.174 -2.234
H 1.850 -1.054 -4.590
H 2.580 -0.584 -3.054
H 2.172 1.446 -4.109
H 0.632 0.951 -4.820
H 0.922 -1.458 5.064
H 0.255 -2.820 4.059
H -0.860 -1.728 4.977
O -0.063 1.031 6.866
C -0.206 1.066 5.688
N -0.377 1.204 4.497
```

Properties
total charge: +2
E_tot: -41656.398 eV
expectation value of S²: 6.02
energy above the lowest of the compared OMol25 structures with the same formula, charge and spin: 0.000 eV
multiplicity: 5
E_HOMO (spin up / spin down): -0.5350 / -0.5388 Ha
Kohn-Sham gap (spin up / spin down): 8.7 / 3.8 eV


Record 6
Molecular formula: C12H26AsNO10P2SScSi2
Method: DFT, ωB97M-V/def2-TZVPD

The geometry in XYZ format:
```
56
Properties=species:S:1:pos:R:3
Sc 1.418 1.029 -0.393
O 5.546 1.146 -0.596
P 4.404 2.133 -0.077
O 4.873 3.106 0.913
O 3.241 1.198 0.306
O 3.917 2.908 -1.406
P 2.994 2.596 -2.698
O 3.906 1.643 -3.598
O 2.633 3.852 -3.358
O 1.870 1.677 -2.186
H 6.413 1.519 -0.400
H 4.309 2.153 -4.309
C -1.726 -2.460 1.771
Si 0.090 -2.529 1.358
C 0.589 -4.331 1.162
C 1.126 -1.784 2.738
As 0.672 -1.459 -0.630
Si -1.211 -1.566 -1.989
C -0.650 -0.970 -3.682
C -1.755 -3.359 -2.125
C -2.656 -0.512 -1.443
H -1.923 -3.041 2.677
H -2.331 -2.884 0.966
H -2.088 -1.449 1.950
H 0.377 -4.897 2.074
H 1.654 -4.415 0.939
H 0.038 -4.794 0.340
H 1.004 -2.359 3.660
H 0.831 -0.755 2.947
H 2.186 -1.788 2.472
H 0.148 -1.603 -4.073
H -0.263 0.051 -3.636
H -1.483 -0.983 -4.390
H -0.933 -3.983 -2.482
H -2.589 -3.451 -2.826
H -2.085 -3.750 -1.161
H -2.399 0.548 -1.519
H -2.975 -0.695 -0.414
H -3.519 -0.684 -2.095
N 1.111 3.278 0.183
C -0.061 2.768 0.813
C -1.310 2.891 0.206
C -2.409 2.283 0.782
C -2.280 1.537 1.948
C -1.032 1.369 2.519
C 0.092 1.967 1.948
S -3.750 0.797 2.679
O -3.233 0.029 3.798
O -4.564 1.940 3.042
O -4.276 0.001 1.579
H 1.812 3.646 0.818
H 0.935 3.933 -0.569
H -1.413 3.486 -0.695
H -3.389 2.377 0.331
H -0.957 0.772 3.419
H 1.069 1.871 2.416
```

Properties
total charge: -1
E_tot: -161554.764 eV
energy above the lowest of the compared OMol25 structures with the same formula, charge and spin: 0.057 eV
multiplicity: 1
E_HOMO: -0.1948 Ha
Kohn-Sham gap: 7.4 eV


Q: Among the records above, which one has the lowest total charge?
A: C5H19AgN3O6


Q: Number 6 is which compound?
A: C12H26AsNO10P2SScSi2